*1*
DFT (the ωB97M-V functional and the def2-TZVPD basis) results for a 2-piece molecular cluster, C3H12N2O overall.

Positions of all 18 atoms, in Å:
N -1.143 -1.870 -0.465
C -0.396 -1.129 0.606
C 0.482 -0.097 -0.148
C 1.297 0.581 0.996
N 2.151 1.766 0.731
H -2.053 -2.352 -0.177
H -0.642 -2.606 -0.752
H 0.007 -1.966 1.287
H -1.164 -0.518 1.146
H 1.159 -0.509 -0.839
H -0.226 0.680 -0.683
H 2.037 -0.265 1.408
H 0.582 0.652 1.988
H 3.164 1.516 0.189
H 1.514 2.416 0.188
O -2.527 1.578 -1.737
H -2.414 0.521 -1.348
H -1.829 1.602 -2.391

Properties
total charge: 0
orbital gap: 10.01 eV
HOMO level: -9.1 eV
SMILES string: NCCCN.O


*2*
DFT (the ωB97M-V functional and the def2-TZVPD basis) results for a 2-piece molecular cluster, C3H12N2O overall.

Positions of all 18 atoms, in Å:
N 0.462 1.039 -2.279
C 0.184 -0.412 -1.996
C -0.322 -0.611 -0.556
C -0.572 -2.120 -0.230
N -1.988 -2.290 0.147
H -0.309 1.480 -2.759
H 0.656 1.476 -1.390
H -0.582 -0.840 -2.636
H 1.192 -0.789 -2.111
H -1.181 -0.013 -0.282
H 0.500 -0.398 0.125
H -0.238 -2.736 -1.076
H 0.007 -2.489 0.614
H -2.207 -3.067 0.755
H -2.571 -2.341 -0.674
O 2.432 4.443 5.107
H 2.862 5.210 4.702
H 1.674 4.457 4.538

Properties
total charge: 0
orbital gap: 9.88 eV
HOMO level: -8.9 eV
SMILES string: NCCCN.O


*3*
DFT (the ωB97M-V functional and the def2-TZVPD basis) results for C3H12N2O as an isolated structure.

Positions of all 18 atoms, in Å:
C 0.351 -1.227 -1.557
C -0.802 -1.492 0.079
N 1.517 -0.597 -1.264
H 2.192 -1.165 -0.767
H 1.331 0.321 -0.759
H 0.440 -2.255 -1.898
H -0.356 -0.594 -2.082
H -0.163 -2.080 0.741
H -1.592 -0.930 0.588
H -1.432 -2.218 -0.438
C -0.031 1.626 1.724
N 0.196 1.152 0.377
O -0.815 1.725 -0.503
H -0.419 2.539 -0.834
H -0.192 -0.043 0.334
H -1.017 1.331 2.110
H 0.744 1.190 2.359
H 0.047 2.717 1.792

Properties
total charge: 0
orbital gap: 9.11 eV
HOMO level: -8.1 eV


*4*
DFT (the ωB97M-V functional and the def2-TZVPD basis) results for a 3-piece molecular cluster, C3H12N2O overall.

Positions of all 18 atoms, in Å:
C 0.794 -2.516 0.161
N 0.211 -2.001 -0.834
H 1.863 -2.363 0.242
H 0.295 -2.883 1.059
H -0.800 -2.119 -0.856
C -2.240 1.066 -0.634
N -1.803 1.203 0.744
H -3.311 1.263 -0.693
H -2.055 0.076 -1.083
H -1.729 1.815 -1.239
H -2.261 0.514 1.331
H -0.803 1.032 0.814
C 2.247 1.066 0.280
O 1.087 0.283 0.348
H 2.207 1.806 -0.531
H 3.152 0.450 0.173
H 2.330 1.608 1.228
H 0.815 -0.301 -0.510

Properties
total charge: 0
orbital gap: 9.67 eV
HOMO level: -8.8 eV
SMILES string: C=N.CN.CO


What should be chosen as the least stable of them? Choose *3*.


*1*
DFT (the ωB97M-V functional and the def2-TZVPD basis) results for a 2-piece molecular cluster, C3H12N2O overall.

Positions of all 18 atoms, in Å:
C 1.407 -1.806 -2.496
C 1.417 -1.644 -0.969
O 0.714 -0.273 -0.755
H 1.375 -2.993 -2.555
H 0.396 -1.491 -2.831
H 2.369 -1.532 -3.048
H 2.473 -1.517 -0.729
H 0.953 -2.546 -0.567
H 1.011 0.335 -1.451
N -0.350 2.137 1.541
C -1.012 0.886 1.772
N -2.365 0.726 1.194
H -0.269 2.367 0.523
H 0.572 2.068 2.012
H -0.448 0.019 1.180
H -1.179 0.329 2.791
H -2.628 1.686 1.514
H -2.210 0.803 0.213

Properties
total charge: 0
orbital gap: 9.50 eV
HOMO level: -8.8 eV
SMILES string: CCO.NCN


*2*
DFT (the ωB97M-V functional and the def2-TZVPD basis) results for a 2-piece molecular cluster, C3H12N2O overall.

Positions of all 18 atoms, in Å:
C -0.357 1.235 0.870
C 0.220 0.021 0.161
N -0.090 0.176 -1.296
C 1.729 -0.063 0.357
N 2.469 -0.934 -0.540
H -0.153 1.143 1.943
H -1.439 1.292 0.774
H 0.096 2.162 0.533
H -0.194 -0.917 0.552
H -1.100 -0.011 -1.311
H 0.225 -0.692 -1.712
H 2.171 0.938 0.237
H 2.035 -0.280 1.387
H 2.081 -1.867 -0.607
H 2.638 -0.510 -1.414
O -3.082 -0.590 -0.103
H -3.875 -0.812 -0.581
H -3.375 -0.292 0.752

Properties
total charge: 0
orbital gap: 9.53 eV
HOMO level: -8.9 eV
SMILES string: C[C@@H](N)CN.O


What should be chosen as the least stable of them? Choose *1*.


*1*
DFT (the ωB97M-V functional and the def2-TZVPD basis) results for one molecule with the formula C18H20ClNO2.

Positions of all 42 atoms, in Å:
C -1.630 -0.556 -2.555
C -2.022 0.289 -1.336
N -1.328 -0.178 -0.147
C -0.096 0.252 0.188
O 0.504 1.094 -0.451
C 0.491 -0.449 1.403
C 1.098 -1.791 0.975
C 2.321 -1.647 0.059
O 3.519 -1.501 0.796
C 4.082 -0.283 1.032
C 3.598 0.950 0.608
C 4.297 2.107 0.910
C 5.474 2.042 1.632
Cl 6.341 3.495 2.003
C 5.967 0.820 2.064
C 5.272 -0.331 1.763
C -3.513 0.264 -1.111
C -4.267 1.420 -1.249
C -5.638 1.394 -1.060
C -6.271 0.209 -0.726
C -5.527 -0.949 -0.584
C -4.158 -0.922 -0.777
H -2.147 -0.192 -3.438
H -0.558 -0.481 -2.718
H -1.892 -1.601 -2.402
H -1.682 1.317 -1.503
H -1.770 -0.907 0.390
H 1.262 0.185 1.842
H -0.289 -0.619 2.147
H 0.341 -2.380 0.452
H 1.408 -2.348 1.861
H 2.456 -2.579 -0.501
H 2.181 -0.833 -0.656
H 2.678 1.048 0.054
H 3.916 3.060 0.579
H 6.885 0.773 2.629
H 5.636 -1.294 2.084
H -3.777 2.348 -1.508
H -6.213 2.301 -1.172
H -7.340 0.187 -0.578
H -6.014 -1.878 -0.326
H -3.591 -1.837 -0.674

Properties
total charge: 0
orbital gap: 8.77 eV
HOMO level: -8.2 eV
SMILES string: C[C@H](NC(=O)CCCOc1ccc(Cl)cc1)c1ccccc1


*2*
DFT (the ωB97M-V functional and the def2-TZVPD basis) results for one molecule with the formula C18H20ClNO2.

Positions of all 42 atoms, in Å:
C 5.520 1.902 1.264
C 5.356 3.399 1.502
C 3.952 3.797 1.964
O 2.996 3.691 0.924
C 2.235 2.589 0.753
C 1.397 2.624 -0.370
C 0.558 1.576 -0.665
C 0.511 0.451 0.163
C -0.375 -0.708 -0.060
O -0.596 -1.516 0.822
C -1.069 -0.834 -1.399
C -2.501 -0.263 -1.252
N -3.330 -1.062 -0.391
C -3.819 -2.296 -0.764
C -4.236 -3.185 0.234
C -4.804 -4.397 -0.088
C -4.976 -4.774 -1.412
C -4.559 -3.897 -2.396
Cl -4.752 -4.336 -4.062
C -3.986 -2.675 -2.098
C 1.335 0.431 1.289
C 2.190 1.470 1.584
H 6.530 1.689 0.924
H 4.824 1.551 0.505
H 5.346 1.343 2.181
H 5.574 3.939 0.579
H 6.065 3.729 2.264
H 3.653 3.223 2.846
H 3.951 4.859 2.230
H 1.431 3.501 -0.997
H -0.078 1.652 -1.533
H -1.155 -1.894 -1.647
H -0.531 -0.322 -2.192
H -2.453 0.745 -0.828
H -2.968 -0.192 -2.236
H -3.033 -1.039 0.576
H -4.100 -2.908 1.270
H -5.116 -5.068 0.699
H -5.417 -5.722 -1.671
H -3.680 -2.033 -2.907
H 1.293 -0.435 1.934
H 2.815 1.395 2.459

Properties
total charge: 0
orbital gap: 8.25 eV
HOMO level: -7.9 eV
SMILES string: CCCOc1ccc(C(=O)CCNc2cccc(Cl)c2)cc1


What should be chosen as the least stable of them? Choose *2*.


*1*
DFT (the ωB97M-V functional and the def2-TZVPD basis) results for a 8-piece molecular cluster, C36H32BF4O22 overall.

Positions of all 95 atoms, in Å:
B 6.817 23.665 37.600
F 7.644 24.680 38.048
F 7.589 22.618 37.055
F 5.981 23.146 38.552
F 6.022 24.091 36.560
C 9.752 23.444 32.087
C 10.586 24.572 31.553
C 11.406 25.437 32.526
O 12.176 26.243 32.154
C 11.121 25.256 33.943
C 10.111 24.254 34.417
C 9.521 23.221 33.463
O 8.965 22.368 33.981
O 9.553 24.353 35.711
O 10.752 24.853 30.184
H 9.161 22.945 31.430
H 11.629 26.126 34.517
H 8.878 23.695 35.890
H 11.444 25.383 29.904
C 6.147 25.217 31.055
C 5.014 24.325 31.042
C 4.480 23.617 32.269
O 3.484 22.953 32.305
C 5.103 24.154 33.549
C 6.231 25.150 33.499
C 6.752 25.693 32.215
O 7.771 26.375 32.318
O 6.816 25.687 34.660
O 4.391 23.785 29.879
H 6.442 25.779 30.188
H 4.965 23.651 34.562
H 6.620 25.083 35.383
H 3.558 23.664 30.131
C 8.060 17.985 35.160
C 8.253 19.374 35.734
C 9.565 19.653 36.353
O 9.815 20.758 37.023
C 10.635 18.710 36.220
C 10.379 17.313 35.839
C 8.979 16.895 35.379
O 8.724 15.692 35.241
O 11.344 16.310 35.868
O 7.366 20.437 35.595
H 7.106 17.786 34.561
H 11.739 18.998 36.706
H 12.333 16.707 35.941
H 7.761 21.270 35.888
C 2.450 18.605 39.422
C 3.445 17.895 38.553
C 4.506 18.614 37.828
O 5.348 18.126 37.061
C 4.537 20.058 37.995
C 3.491 20.756 38.860
C 2.307 20.063 39.444
O 1.475 20.638 40.197
O 3.677 22.056 39.264
O 3.568 16.564 38.335
H 1.667 17.987 40.087
H 5.276 20.672 37.268
H 4.425 22.481 38.916
H 4.375 16.386 37.655
C 8.021 29.784 38.307
C 8.254 28.292 38.662
C 9.438 27.821 39.277
O 9.552 26.571 39.669
C 10.489 28.840 39.608
C 10.231 30.293 39.340
C 9.093 30.767 38.639
O 9.028 31.899 38.297
O 11.042 31.210 39.913
O 7.248 27.327 38.295
H 7.126 30.173 37.995
H 11.326 28.398 39.957
H 11.767 30.806 40.116
H 7.679 26.512 38.590
C 4.024 25.689 38.837
C 3.218 26.900 38.528
O 2.032 26.875 38.531
C 3.996 28.170 38.016
H 3.560 25.058 39.580
H 5.045 25.866 39.276
H 3.958 25.095 38.003
H 4.444 28.607 38.809
H 3.213 28.803 37.793
H 4.515 27.980 37.014
C 11.408 23.717 38.517
C 12.127 22.462 38.025
O 12.862 22.352 36.966
C 11.841 21.245 38.931
H 12.073 24.474 37.995
H 11.474 23.879 39.730
H 10.432 23.905 38.331
H 12.389 21.125 39.675
H 12.086 20.463 38.295
H 10.911 21.190 39.140

Properties
total charge: -1
orbital gap: 6.18 eV
HOMO level: -6.8 eV


*2*
DFT (the ωB97M-V functional and the def2-TZVPD basis) results for a 8-piece molecular cluster, C36H32BF4O22 overall.

Positions of all 95 atoms, in Å:
B -0.377 -0.590 -0.546
F -0.979 -0.091 -1.695
F 0.745 0.168 -0.066
F -1.361 -0.605 0.466
F 0.016 -2.001 -0.696
C 5.397 3.604 0.789
C 5.902 2.812 -0.416
C 5.149 1.810 -1.031
O 5.475 1.253 -1.953
C 3.847 1.600 -0.360
C 3.282 2.312 0.799
C 4.109 3.313 1.400
O 3.667 3.993 2.423
O 2.093 2.037 1.301
O 7.186 2.971 -0.943
H 6.011 4.368 1.227
H 3.242 0.902 -0.945
H 1.647 1.443 0.742
H 7.288 2.566 -1.835
C 4.216 -4.818 0.353
C 3.199 -3.689 0.059
C 3.742 -2.538 -0.753
O 2.955 -1.593 -1.066
C 5.164 -2.461 -1.126
C 6.099 -3.621 -0.750
C 5.627 -4.813 -0.168
O 6.375 -5.852 -0.038
O 7.438 -3.412 -1.066
O 1.921 -3.795 0.432
H 3.926 -5.479 0.823
H 5.685 -1.652 -1.572
H 7.823 -4.009 -0.412
H 1.353 -3.169 -0.245
C -6.661 -0.916 -0.785
C -6.530 -0.005 0.401
C -5.349 0.885 0.431
O -5.226 1.730 1.335
C -4.250 0.744 -0.663
C -4.368 -0.305 -1.767
C -5.660 -1.181 -1.807
O -5.795 -1.989 -2.727
O -3.442 -0.685 -2.519
O -7.512 0.272 1.306
H -7.699 -1.370 -0.769
H -3.458 1.190 -0.582
H -2.730 -0.038 -2.198
H -7.426 0.989 1.860
C 0.926 5.008 -3.915
C 1.905 4.149 -4.600
C 2.097 2.804 -4.198
O 2.773 2.018 -4.892
C 1.433 2.300 -3.040
C 0.624 3.218 -2.252
C 0.302 4.568 -2.650
O -0.482 5.293 -2.111
O 0.029 2.921 -0.979
O 2.659 4.586 -5.745
H 0.675 5.983 -4.344
H 1.729 1.371 -2.575
H -0.011 1.956 -0.820
H 2.927 3.934 -6.141
C -6.255 -4.140 1.558
C -5.811 -4.674 0.129
C -4.548 -4.244 -0.470
O -4.114 -4.798 -1.456
C -3.803 -3.207 0.170
C -4.297 -2.593 1.579
C -5.489 -2.994 2.289
O -5.819 -2.700 3.357
O -3.701 -1.402 2.189
O -6.583 -5.592 -0.483
H -7.144 -4.344 2.002
H -2.851 -3.013 -0.360
H -3.198 -0.862 1.512
H -6.014 -5.791 -1.077
C -1.610 2.434 2.104
C -1.860 3.823 1.453
O -2.721 3.923 0.640
C -0.759 4.862 1.662
H -0.715 1.888 1.737
H -2.534 1.719 2.042
H -1.346 2.578 3.164
H 0.283 4.581 1.825
H -0.998 5.170 2.680
H -0.912 5.574 0.975
C 0.054 -1.467 3.226
C 1.228 -1.941 3.938
O 1.145 -2.549 4.996
C 2.602 -1.674 3.443
H -0.364 -2.189 2.671
H 0.424 -0.902 2.455
H -0.466 -0.768 3.975
H 3.062 -0.858 3.796
H 2.507 -1.635 2.442
H 3.220 -2.579 3.463

Properties
total charge: -1
orbital gap: 6.10 eV
HOMO level: -6.7 eV


What should be chosen as the least stable of them? Choose *2*.